i.
DFT (wB97M-V/def2-TZVPD) results for a structure of composition C4H12N2O2.

Properties
Lowest unoccupied orbital energy (alpha / beta) (eV): 0.77 / 0.77
2S+1: 1

Positions of all 20 atoms, in Å:
1 C 0.283 0.240 -0.045
2 C -0.503 -0.898 -0.349
3 C 1.612 -1.342 -0.083
4 C 0.242 0.820 1.337
5 N -2.758 0.422 0.351
6 N 0.638 1.101 -1.064
7 O -2.049 0.038 -0.829
8 O 2.536 -0.960 -1.041
9 H 2.681 -0.005 -0.940
10 H -3.626 -0.116 0.347
11 H -3.026 1.396 0.202
12 H 1.105 1.957 -0.806
13 H 0.257 0.894 -1.977
14 H -0.923 -1.437 0.490
15 H -0.441 -1.368 -1.322
16 H 1.379 -2.389 -0.263
17 H 1.969 -1.244 0.947
18 H 0.365 0.047 2.093
19 H 1.005 1.587 1.474
20 H -0.749 1.258 1.478

ii.
DFT (wB97M-V/def2-TZVPD) results for a cluster of 2 separate species, C4H12N2O2 in total.

Properties
Lowest unoccupied orbital energy (eV): 0.78
2S+1: 1

Positions of all 20 atoms, in Å:
1 N 0.787 -2.359 -1.145
2 C 0.858 -2.063 0.247
3 N 0.645 -0.627 0.586
4 C -0.697 -0.123 0.180
5 C -1.286 0.715 1.307
6 C -1.395 2.192 1.017
7 O -1.892 2.733 0.073
8 H 0.107 -1.873 -1.710
9 H 1.614 -2.598 -1.647
10 H 1.844 -2.268 0.656
11 H 0.092 -2.619 0.798
12 H 1.375 -0.066 0.156
13 H -0.627 0.460 -0.744
14 H -1.287 -1.008 -0.066
15 H -2.333 0.372 1.429
16 H -0.881 0.540 2.301
17 H -0.797 2.734 1.800
18 O 1.535 1.849 -1.928
19 H 1.219 2.748 -1.977
20 H 1.119 1.262 -1.334

What are the relative energies? In eV: i 3.796; ii 0.000.

i.
DFT (wB97M-V/def2-TZVPD) results for a cluster of 2 separate species, C11H15N in total.

Properties
Total charge: -1
Lowest unoccupied orbital energy (alpha / beta) (eV): 3.57 / 3.54
2S+1: 2

Positions of all 27 atoms, in Å:
1 C -0.049 -0.370 1.867
2 C 0.133 -0.908 -0.653
3 C -0.441 -0.231 0.439
4 C -1.352 0.623 -1.476
5 C -1.381 0.698 -0.065
6 C -2.217 1.385 -2.276
7 C -2.476 1.351 0.601
8 C -3.208 2.117 -1.582
9 C -3.412 2.003 -0.208
10 N -0.441 -0.340 -1.804
11 H 0.435 -1.951 -0.642
12 H -0.411 -0.858 -2.661
13 H -0.681 0.107 2.610
14 H 1.019 -0.226 1.981
15 H -2.054 1.519 -3.334
16 H -2.635 1.195 1.660
17 H -3.850 2.790 -2.139
18 H -4.336 2.447 0.151
19 H -0.037 -1.437 2.185
20 C 3.556 -1.268 -0.073
21 C 3.304 -1.168 1.425
22 H 3.627 -0.309 -0.590
23 H 4.480 -1.768 -0.386
24 H 2.714 -1.813 -0.487
25 H 2.638 -0.351 1.640
26 H 4.183 -1.107 2.076
27 H 2.891 -2.130 1.739

ii.
DFT (wB97M-V/def2-TZVPD) results for a cluster of 2 separate species, C11H15N in total.

Properties
Total charge: -1
Lowest unoccupied orbital energy (alpha / beta) (eV): 3.87 / 3.80
2S+1: 2

Positions of all 27 atoms, in Å:
1 C -1.423 2.752 1.874
2 C -0.815 0.031 -0.625
3 C -0.959 0.497 0.685
4 C -1.181 1.911 0.678
5 C -1.237 2.274 -0.657
6 C -0.692 -1.309 -0.985
7 C -0.796 -2.217 0.109
8 C -0.806 -0.463 1.731
9 C -0.712 -1.808 1.453
10 N -0.991 1.151 -1.490
11 H -0.377 1.244 -2.284
12 H -0.603 -1.672 -2.011
13 H -1.458 3.259 -1.007
14 H -0.671 -3.280 -0.155
15 H -0.722 -0.096 2.749
16 H -1.060 3.774 1.720
17 H -0.882 2.395 2.769
18 H -0.550 -2.476 2.275
19 H -2.471 2.567 2.185
20 C 2.397 -0.814 -0.403
21 C 2.158 -1.235 -1.828
22 H 2.639 0.263 -0.341
23 H 1.583 -1.025 0.301
24 H 3.271 -1.402 -0.063
25 H 1.972 -2.314 -1.895
26 H 1.305 -0.751 -2.316
27 H 3.082 -1.260 -2.469

What are the relative energies? In eV: i 0.192; ii 0.000.